*A*
# C4H12N3

The ion C4H12N3 with charge +1 (the ωB97M-V functional and the def2-TZVPD basis, OMol25).

**E_HOMO**: -13.47 eV
**Total charge**: +1
**SMILES string**: C=N[C@@](C)(N)[NH2+]C
**HOMO-LUMO gap**: 10.4 eV

Positions of all 19 atoms, in Å:
C -1.92 -1.58 0.47
N -1.12 -0.63 0.34
C -0.01 -0.30 -0.42
C 1.09 -0.74 0.86
N 0.22 -0.87 -1.65
N 0.25 1.35 -0.65
C 0.21 2.03 0.65
H -2.64 -1.66 1.22
H -1.90 -2.42 -0.26
H 1.17 -1.89 0.85
H 2.13 -0.28 0.66
H 0.78 -0.34 1.82
H -0.47 -0.80 -2.40
H 0.93 -1.45 -1.89
H -0.39 1.69 -1.36
H 1.16 1.29 -1.06
H 1.16 1.97 1.28
H 0.08 3.05 0.38
H -0.71 1.58 1.17

*B*
# C4H12N3

The ion C4H12N3 with charge +1 (the ωB97M-V functional and the def2-TZVPD basis, OMol25).

**E_HOMO**: -12.14 eV
**Total charge**: +1
**SMILES string**: N/C=C(\[NH3+])CCN
**HOMO-LUMO gap**: 8.6 eV

Positions of all 19 atoms, in Å:
N -2.28 1.40 -1.14
C -0.97 1.29 -0.63
C -0.15 0.24 -0.80
N -0.84 -1.02 -1.27
C 1.11 -0.02 -0.07
C 0.84 -0.51 1.39
N 2.09 -0.63 2.11
H -2.29 1.55 -2.13
H -2.69 2.21 -0.67
H -0.60 2.09 0.01
H -1.13 -1.56 -0.46
H -1.73 -0.81 -1.74
H -0.21 -1.41 -1.97
H 1.65 0.92 0.03
H 1.81 -0.62 -0.66
H 0.11 0.13 1.88
H 0.46 -1.54 1.27
H 2.07 -0.45 3.10
H 2.76 -1.26 1.75

Computed stability ranking, most favorable first: *B*, *A*